Record 1
{
  "formula": "H35O18",
  "method": "wB97M-V/def2-TZVPD",
  "homo_lumo_gap_ev": 8.8,
  "total_charge": -1,
  "lumo_energy_ev": 1.9,
  "homo_ha": -0.25504,
  "symbols": ["O", "H", "H", "O", "H", "O", "H", "H", "O", "H", "H", "O", "H", "H", "O", "H", "H", "O", "H", "H", "O", "H", "H", "O", "H", "H", "O", "H", "H", "O", "H", "H", "O", "H", "H", "O", "H", "H", "O", "H", "H", "O", "H", "H", "O", "H", "H", "O", "H", "H", "O", "H", "H"],
  "coordinates": [[1.575, -0.120, 5.578], [-1.424, 3.489, -4.194], [0.634, -4.696, -0.598], [2.761, 2.832, 0.681], [0.987, -3.383, -3.199], [-1.138, -1.938, -1.563], [-5.490, 0.801, -0.406], [-1.094, -1.774, -0.600], [5.930, 2.472, -0.249], [-2.034, 1.231, 1.664], [5.373, 2.494, -1.045], [-1.878, 3.442, -2.580], [-2.006, 4.143, -1.931], [0.694, 0.161, 5.744], [1.324, -3.064, -0.763], [-0.132, 4.118, -4.355], [0.609, -2.411, -1.036], [-0.738, 3.577, -4.922], [2.270, 0.301, -0.787], [-2.117, -2.106, -1.632], [-0.202, 2.371, -0.255], [-2.999, -0.527, 0.857], [2.656, -0.811, -1.723], [-2.085, 0.448, -1.679], [-2.188, 0.889, -0.704], [-1.174, 2.088, -0.036], [1.067, -0.195, 1.255], [1.545, -0.873, 1.712], [-3.405, 1.335, 3.591], [2.804, -0.491, -0.817], [-3.439, -0.188, 3.714], [-1.291, -0.001, -1.443], [-5.566, 1.560, 0.180], [-4.599, 1.585, 0.296], [5.261, 2.284, 0.417], [-3.365, 0.618, 4.221], [2.544, 3.523, 0.034], [2.034, -2.388, -0.815], [0.326, -5.596, -0.277], [-1.806, 2.631, -2.030], [2.245, 0.499, 5.811], [-2.257, 1.185, 0.744], [2.004, 2.827, 1.302], [1.862, 0.500, 1.052], [2.367, -3.274, 2.334], [0.346, -5.499, 0.667], [1.568, -3.514, 1.881], [1.602, -3.263, -3.967], [0.148, 1.439, -0.388], [1.560, -2.296, -3.865], [-2.857, -1.449, 1.229], [-1.907, -1.410, 1.078], [3.094, -3.574, 1.815]],
  "lowdin_charge": [-0.030, -0.006, 0.007, -0.072, 0.031, -0.080, 0.026, 0.031, -0.072, -0.029, 0.035, -0.064, 0.062, 0.017, -0.089, 0.031, 0.036, -0.142, 0.019, 0.105, -0.159, 0.014, 0.055, -0.139, -0.003, -0.009, -0.093, -0.002, 0.018, -0.047, 0.017, -0.038, -0.079, 0.002, 0.009, -0.055, 0.053, 0.034, -0.086, 0.031, 0.013, -0.368, 0.049, 0.093, -0.026, 0.001, 0.008, -0.079, 0.021, 0.027, -0.099, -0.002, 0.025]
}

Record 2
{
  "formula": "C3H6N2O",
  "method": "wB97M-V/def2-TZVPD",
  "homo_lumo_gap_ev": 10.8,
  "smiles": "[H]/N=C/NC(C)=O",
  "total_charge": 0,
  "lumo_energy_ev": 0.9,
  "homo_ha": -0.36559,
  "symbols": ["C", "C", "O", "N", "C", "N", "H", "H", "H", "H", "H", "H"],
  "coordinates": [[-1.943, 0.570, -0.108], [-0.517, 0.578, 0.404], [-0.067, 1.480, 1.083], [0.262, -0.494, 0.005], [1.650, -0.464, 0.050], [2.324, -1.434, -0.415], [-2.147, 1.578, -0.475], [-2.117, -0.147, -0.917], [-2.643, 0.367, 0.707], [-0.149, -1.286, -0.471], [2.029, 0.469, 0.472], [3.318, -1.224, -0.349]],
  "lowdin_charge": [0.000, -0.513, 0.058, 0.082, -0.272, 0.081, 0.089, 0.076, 0.088, 0.141, 0.129, 0.040]
}

Record 3
{
  "formula": "CH10N2P4",
  "method": "wB97M-V/def2-TZVPD",
  "homo_lumo_gap_ev": 7.8,
  "smiles": "NPP(N)#[PH2].C=P",
  "total_charge": 0,
  "lumo_energy_ev": 0.0,
  "homo_ha": -0.28900,
  "symbols": ["C", "N", "N", "P", "P", "P", "P", "H", "H", "H", "H", "H", "H", "H", "H", "H", "H"],
  "coordinates": [[1.918, -0.396, -1.369], [-2.143, -1.441, -1.043], [0.224, 0.578, 2.002], [-0.495, 1.998, -0.774], [2.846, -0.883, -0.065], [-0.786, -1.456, -0.151], [-0.941, 0.447, 0.858], [2.174, 0.147, -2.263], [0.865, -0.304, -1.086], [-2.175, -1.079, -1.950], [-3.040, -1.026, -0.458], [1.179, 0.248, 2.054], [-0.018, 1.238, 2.642], [0.874, 2.022, -0.480], [-0.752, 2.902, 0.211], [1.790, -1.138, 0.804], [-1.519, -1.857, 1.068]],
  "lowdin_charge": [-0.511, -0.375, -0.313, 0.472, 0.749, 0.477, 0.336, -0.009, -0.199, -0.009, 0.108, 0.004, -0.030, -0.189, -0.223, -0.223, -0.067]
}

Record 4
{
  "formula": "C24H44N3OP2Zn",
  "method": "wB97M-V/def2-TZVPD",
  "homo_lumo_gap_ev": 8.8,
  "total_charge": 1,
  "lumo_energy_ev": -2.2,
  "homo_ha": -0.40503,
  "symbols": ["Zn", "P", "P", "N", "C", "H", "H", "C", "H", "H", "C", "H", "H", "C", "H", "H", "C", "C", "H", "H", "H", "C", "C", "H", "H", "H", "C", "C", "H", "H", "H", "C", "C", "H", "H", "H", "C", "C", "H", "H", "H", "C", "H", "H", "H", "C", "H", "H", "H", "C", "H", "H", "H", "H", "H", "H", "H", "O", "H", "H", "N", "C", "N", "C", "C", "C", "C", "C", "C", "H", "H", "H", "H", "H", "H"],
  "coordinates": [[-0.654, -0.054, -1.864], [-0.287, -2.473, -1.194], [-0.388, 2.266, -0.952], [1.404, -0.032, -2.028], [1.369, -2.566, -2.033], [1.946, -3.388, -1.586], [1.204, -2.798, -3.103], [2.246, -1.304, -1.857], [2.792, -1.261, -0.903], [2.933, -1.220, -2.721], [2.188, 1.178, -1.589], [2.975, 1.229, -2.337], [2.572, 1.030, -0.582], [1.334, 2.433, -1.711], [1.188, 2.781, -2.751], [1.851, 3.233, -1.168], [-0.196, 3.067, 0.707], [-1.387, 2.807, 1.624], [-1.117, 3.128, 2.640], [-1.641, 1.742, 1.663], [-2.274, 3.372, 1.307], [-1.528, 3.309, -2.018], [-2.900, 3.458, -1.370], [-3.604, 3.772, -2.146], [-2.905, 4.226, -0.589], [-3.277, 2.519, -0.951], [-1.483, -3.300, -2.350], [-2.842, -3.519, -1.681], [-3.575, -3.752, -2.465], [-3.199, -2.623, -1.156], [-2.827, -4.364, -0.977], [-0.058, -3.489, 0.316], [-1.173, -3.258, 1.351], [-0.866, -3.700, 2.316], [-2.117, -3.741, 1.045], [-1.369, -2.190, 1.516], [-2.137, -0.171, -0.033], [-0.936, 4.645, -2.461], [-0.858, 5.359, -1.633], [0.048, 4.545, -2.933], [-1.614, 5.076, -3.206], [-0.964, -4.575, -3.030], [-1.682, -4.854, -3.817], [0.014, -4.434, -3.511], [-0.896, -5.421, -2.329], [0.127, -4.999, 0.060], [0.459, -5.483, 0.997], [-0.818, -5.491, -0.233], [0.896, -5.208, -0.699], [0.183, 4.546, 0.681], [-0.684, 5.183, 0.448], [0.530, 4.833, 1.687], [0.998, 4.773, -0.019], [0.654, 2.490, 1.121], [0.887, -3.120, 0.758], [-1.617, 2.653, -2.902], [-1.596, -2.521, -3.130], [-3.060, -0.228, 0.655], [1.703, 0.079, -3.027], [-1.848, -0.028, -2.854], [1.854, -1.227, 2.762], [1.459, -0.591, 1.631], [1.249, 0.690, 1.891], [1.484, 0.912, 3.217], [1.479, 2.072, 4.006], [1.912, 1.994, 5.335], [2.344, 0.758, 5.868], [2.333, -0.417, 5.114], [1.888, -0.311, 3.809], [2.086, -2.217, 2.830], [1.383, -1.084, 0.662], [1.133, 3.009, 3.524], [1.926, 2.886, 5.951], [2.689, 0.743, 6.916], [2.658, -1.383, 5.492]],
  "lowdin_charge": [0.254, 0.975, 1.007, -0.190, -0.302, 0.087, 0.087, -0.224, 0.108, 0.128, -0.245, 0.121, 0.107, -0.292, 0.087, 0.082, -0.561, -0.110, 0.079, 0.045, 0.070, -0.546, -0.108, 0.088, 0.075, 0.068, -0.551, -0.103, 0.092, 0.064, 0.074, -0.551, -0.108, 0.091, 0.077, 0.047, -0.111, -0.106, 0.064, 0.066, 0.088, -0.104, 0.091, 0.066, 0.065, -0.105, 0.090, 0.075, 0.074, -0.103, 0.074, 0.082, 0.070, 0.056, 0.079, 0.082, 0.074, 0.091, 0.125, -0.044, 0.115, -0.155, 0.098, -0.232, -0.008, -0.071, -0.076, -0.019, -0.191, 0.163, 0.078, 0.106, 0.104, 0.114, 0.114]
}

Record 5
{
  "formula": "C6H6Cl2LaO4Sm",
  "method": "wB97M-V/def2-TZVPD",
  "spin_multiplicity": 6,
  "homo_lumo_gap_ev": [7.2, 7.5],
  "total_charge": 4,
  "lumo_energy_ev": [-18.0, -17.7],
  "homo_ha": [-0.92486, -0.92490],
  "symbols": ["Sm", "La", "Cl", "Cl", "C", "C", "C", "O", "O", "O", "C", "C", "C", "O", "H", "H", "H", "H", "H", "H"],
  "coordinates": [[-0.688, -0.433, -3.652], [0.016, -0.229, -0.810], [-1.380, -2.006, -1.856], [-1.263, 1.662, -2.429], [1.068, 1.567, -0.153], [-0.053, -2.092, -4.840], [0.035, 0.728, -5.293], [1.666, 2.468, 0.403], [0.250, -3.021, -5.435], [0.389, 1.403, -6.150], [1.088, -0.695, 3.158], [-0.005, -0.008, 2.502], [-1.086, 0.700, 3.158], [-0.039, -0.045, 1.331], [0.972, -0.623, 4.245], [2.069, -0.266, 2.894], [1.105, -1.770, 2.894], [-1.104, 1.770, 2.894], [-2.070, 0.267, 2.894], [-0.971, 0.624, 4.245]],
  "lowdin_charge": [1.084, 1.641, 0.169, 0.168, -0.129, -0.096, -0.094, 0.260, 0.346, 0.343, 0.075, -0.458, 0.077, -0.235, 0.132, 0.144, 0.147, 0.146, 0.149, 0.131]
}

Record 6
{
  "formula": "C2HIN2O2",
  "method": "wB97M-V/def2-TZVPD",
  "homo_lumo_gap_ev": [9.3, 9.3],
  "total_charge": 0,
  "lumo_energy_ev": [-0.9, -0.9],
  "homo_ha": [-0.37342, -0.37344],
  "symbols": ["C", "C", "N", "N", "O", "O", "I", "H"],
  "coordinates": [[0.186, -0.639, -1.307], [0.240, -0.668, 0.160], [0.018, -0.568, -2.453], [-0.605, 1.068, 0.662], [-1.670, 1.255, 0.244], [0.195, 1.706, 1.224], [2.164, -0.667, 0.932], [-0.528, -1.488, 0.539]],
  "lowdin_charge": [-0.363, -0.665, 0.160, -0.367, 0.134, 0.030, 0.954, 0.116]
}

Record 7
{
  "formula": "C18H54N4O7",
  "method": "wB97M-V/def2-TZVPD",
  "homo_lumo_gap_ev": 8.9,
  "smiles": "COC[C@H](C)N.COC[C@H](C)N.COC[C@H](C)N.COC[C@H](C)N.CCO.O.O",
  "total_charge": 0,
  "lumo_energy_ev": 0.3,
  "homo_ha": -0.31364,
  "symbols": ["O", "H", "H", "O", "H", "H", "C", "C", "O", "H", "H", "H", "H", "H", "H", "C", "C", "C", "O", "C", "N", "H", "H", "H", "H", "H", "H", "H", "H", "H", "H", "H", "C", "C", "C", "O", "C", "N", "H", "H", "H", "H", "H", "H", "H", "H", "H", "H", "H", "C", "C", "C", "O", "C", "N", "H", "H", "H", "H", "H", "H", "H", "H", "H", "H", "H", "C", "C", "C", "O", "C", "N", "H", "H", "H", "H", "H", "H", "H", "H", "H", "H", "H"],
  "coordinates": [[0.248, -0.307, 0.423], [0.667, 0.132, -0.342], [0.239, -1.246, 0.196], [0.854, -3.543, -0.718], [1.009, -3.403, -1.659], [0.452, -4.418, -0.664], [-2.748, -4.253, 0.323], [-2.891, -2.849, -0.262], [-4.129, -2.851, -0.948], [-2.663, -4.978, -0.496], [-3.608, -4.616, 0.881], [-1.839, -4.364, 0.925], [-1.977, -2.553, -0.788], [-2.929, -2.158, 0.588], [-3.934, -3.011, -1.901], [-5.125, -1.937, -4.184], [-3.630, -2.195, -4.342], [-2.769, -1.045, -3.968], [-1.408, -1.319, -4.314], [-0.456, -0.462, -3.715], [-3.263, -3.415, -3.592], [-5.672, -2.774, -4.628], [-5.455, -1.064, -4.747], [-5.428, -1.908, -3.137], [-3.475, -2.384, -5.413], [-2.796, -0.780, -2.900], [-3.041, -0.075, -4.406], [0.426, -1.051, -3.460], [-0.713, -0.078, -2.719], [-0.296, 0.379, -4.388], [-2.248, -3.471, -3.633], [-3.611, -4.245, -4.055], [-0.145, 3.091, -1.291], [0.984, 2.545, -2.152], [1.967, 3.615, -2.605], [3.144, 3.077, -3.188], [2.959, 2.690, -4.528], [1.633, 1.459, -1.412], [0.287, 3.619, -0.435], [-0.752, 2.275, -0.907], [-0.703, 3.854, -1.835], [0.625, 2.084, -3.078], [2.276, 4.170, -1.716], [1.483, 4.279, -3.328], [2.555, 3.470, -5.177], [2.319, 1.802, -4.597], [3.899, 2.347, -4.960], [1.971, 1.769, -0.491], [2.437, 1.051, -1.872], [1.192, 3.602, 4.226], [1.421, 3.203, 2.772], [2.841, 2.774, 2.435], [2.882, 2.357, 1.090], [4.192, 1.989, 0.676], [0.359, 2.226, 2.421], [1.275, 2.735, 4.881], [0.190, 4.018, 4.300], [1.930, 4.356, 4.516], [1.169, 4.077, 2.154], [3.061, 1.951, 3.137], [3.575, 3.518, 2.761], [4.694, 1.286, 1.340], [4.819, 2.861, 0.461], [4.054, 1.553, -0.313], [-0.411, 2.750, 2.019], [0.598, 1.606, 1.650], [-0.889, -2.576, 4.447], [-0.285, -1.185, 4.169], [1.175, -1.276, 3.751], [2.043, -1.704, 4.789], [2.190, -0.844, 5.888], [-1.128, -0.589, 3.114], [-0.395, -3.235, 5.164], [-0.915, -3.123, 3.499], [-1.916, -2.392, 4.763], [-0.374, -0.701, 5.146], [1.491, -0.289, 3.371], [1.473, -1.949, 2.942], [1.360, -0.927, 6.606], [1.965, 0.196, 5.592], [3.168, -0.958, 6.337], [-0.561, -0.682, 2.266], [-0.973, 0.419, 3.243]],
  "lowdin_charge": [-0.086, -0.008, 0.020, -0.050, 0.035, 0.040, -0.100, -0.331, -0.116, 0.064, 0.071, 0.058, 0.089, 0.106, 0.019, -0.051, -0.425, -0.200, -0.190, -0.112, 0.049, 0.079, 0.081, 0.077, 0.140, 0.129, 0.134, 0.086, 0.076, 0.083, 0.085, 0.095, -0.038, -0.426, -0.195, -0.184, -0.115, 0.052, 0.071, 0.078, 0.084, 0.107, 0.130, 0.126, 0.090, 0.078, 0.089, 0.050, 0.083, -0.061, -0.425, -0.203, -0.221, -0.080, 0.055, 0.067, 0.077, 0.077, 0.127, 0.128, 0.132, 0.097, 0.096, 0.074, 0.077, 0.037, -0.069, -0.429, -0.207, -0.189, -0.121, 0.051, 0.072, 0.066, 0.071, 0.127, 0.106, 0.133, 0.082, 0.075, 0.086, 0.021, 0.044]
}

Record 8
{
  "formula": "C4H13N3",
  "method": "wB97M-V/def2-TZVPD",
  "homo_lumo_gap_ev": [9.3, 6.0],
  "total_charge": 0,
  "lumo_energy_ev": [0.9, -0.4],
  "homo_ha": [-0.31150, -0.23818],
  "symbols": ["C", "N", "C", "N", "N", "H", "H", "H", "H", "H", "H", "H", "C", "C", "H", "H", "H", "H", "H", "H"],
  "coordinates": [[1.850, 0.851, -0.733], [-0.334, 0.631, 0.611], [1.094, -0.022, 0.263], [-0.263, 2.018, 0.953], [1.685, -0.439, 1.403], [-0.612, 0.073, 1.415], [-1.000, 2.506, 0.457], [-0.365, 2.167, 1.950], [2.675, -0.194, 1.424], [1.195, 1.168, -1.548], [2.222, 1.747, -0.239], [2.683, 0.287, -1.153], [-1.395, -0.602, -0.891], [-1.682, -1.959, -0.343], [-0.865, -2.658, -0.520], [-2.193, 0.125, -0.820], [-0.852, -0.531, -1.826], [0.616, -0.867, -0.346], [-1.861, -1.931, 0.736], [-2.597, -2.370, -0.793]],
  "lowdin_charge": [-0.074, -0.099, -0.564, 0.018, 0.081, 0.097, 0.074, 0.075, 0.027, 0.067, 0.064, 0.073, -0.091, -0.169, 0.069, 0.051, 0.059, 0.102, 0.069, 0.072]
}